[1]
12
Properties=species:S:1:pos:R:3 method="wB97M-V/def2-TZVPD" e_above_lowest_kj_mol=36.3 multiplicity=2 s2=0.788 max_force_ev_per_a=3.15 gap_ev="8.94 / 4.47"
C 1.65106 -1.02085 0.16807
C 0.39766 -0.97950 -0.36780
H 2.29932 -0.16787 -0.04985
H 1.82427 -1.60503 1.07689
F -0.45656 -1.98703 -0.11920
H 0.07223 -0.42648 -1.25794
Hg 2.81860 -2.48130 -1.37645
O -2.29617 2.48735 0.07662
C -1.47543 1.40100 0.25578
O -1.47704 0.84664 1.36345
O -0.67605 1.22337 -0.70115
H -2.68191 2.70969 0.93158

---

[2]
9
Properties=species:S:1:pos:R:3 method="wB97M-V/def2-TZVPD" e_above_lowest_kj_mol=133.3 smiles=F[C@@H]1C[C@H]1I max_force_ev_per_a=6.06 gap_ev=9.34
F -0.22122 -2.05465 -0.34403
C 0.44266 -0.99180 0.14265
C -0.23993 0.33352 0.41570
C 0.18644 0.27333 -1.00941
I 1.81388 1.58592 -1.63579
H 1.38747 -1.05461 0.52593
H -1.21692 0.18952 0.82897
H 0.31773 0.89825 0.98910
H -0.38502 -0.01273 -1.80106

---

[3]
10
Properties=species:S:1:pos:R:3 method="wB97M-V/def2-TZVPD" e_above_lowest_kj_mol=357.1 max_force_ev_per_a=4.48 gap_ev="7.43 / 8.42"
C -0.58076 -1.19578 0.32574
C 0.12063 1.17115 -1.02112
C 0.61046 -0.53560 0.78985
O -0.78761 -2.10924 -0.42902
F 1.84918 -0.85242 0.36801
I -1.35996 2.43228 -0.37523
H -1.52730 -0.73141 0.93712
H 1.11876 1.38884 -0.64951
H -0.13215 0.47669 -1.70134
H 0.68875 -0.04451 1.75552

---

[4]
9
Properties=species:S:1:pos:R:3 method="wB97M-V/def2-TZVPD" e_above_lowest_kj_mol=340.9 smiles="C=N/C=C/F" max_force_ev_per_a=5.99 gap_ev="8.03 / 8.03"
C -2.12302 0.19749 0.03531
N -0.90200 -0.23573 -0.22811
C 0.50122 0.01554 -0.19226
C 1.88227 -0.51230 0.18673
F 2.88141 0.36798 -0.02989
H -2.84110 -0.26688 -0.59629
H -2.35530 0.91096 0.91542
H 0.71810 1.13308 -0.37959
H 2.23842 -1.61013 0.28868

---

[5]
12
Properties=species:S:1:pos:R:3 method="wB97M-V/def2-TZVPD" e_above_lowest_kj_mol=130.9 smiles=Nc1noc(N)c1F max_force_ev_per_a=1.78 gap_ev=9.43
N 2.06760 -0.10760 1.27603
C 1.00412 0.22007 0.45996
N 0.90938 1.40044 -0.12380
O -0.33143 1.36498 -0.77783
C -0.90720 0.16779 -0.60968
N -2.10829 -0.05172 -1.25204
C -0.11856 -0.59908 0.18022
F -0.33013 -1.84732 0.60755
H 2.88127 0.50182 1.14579
H 2.29785 -1.10107 1.23762
H -2.67108 -0.77318 -0.80935
H -2.69352 0.82487 -1.33446

---

[6]
12
Properties=species:S:1:pos:R:3 method="wB97M-V/def2-TZVPD" e_above_lowest_kj_mol=124.5 smiles=Nc1noc(N)c1F max_force_ev_per_a=0.67 gap_ev=9.43
N 2.43765 0.05963 -0.08506
C 1.10236 -0.26948 -0.01838
N 0.69129 -1.51826 0.00254
O -0.72449 -1.43043 0.01676
C -1.09360 -0.14914 0.01089
N -2.44422 0.11386 0.08345
C 0.01580 0.63163 0.00327
F 0.06892 1.97974 -0.00028
H 3.03724 -0.69865 0.15400
H 2.67088 0.91417 0.39735
H -2.73120 1.00457 -0.27843
H -3.03064 -0.63763 -0.28610

---

[7]
12
Properties=species:S:1:pos:R:3 method="wB97M-V/def2-TZVPD" e_above_lowest_kj_mol=292.8 smiles=FCc1ncnn1S max_force_ev_per_a=4.63 gap_ev=9.90
F 0.88647 1.80595 -1.28329
C 1.43193 0.41979 -1.23364
C 0.22873 -0.26787 -0.79702
N -0.37442 -1.25157 -1.35164
C -1.48972 -1.41902 -0.49566
N -1.53577 -0.71951 0.58940
N -0.31165 -0.04264 0.45604
S 0.25119 0.47094 1.90285
H 2.47342 0.37784 -0.80565
H 1.35332 0.21396 -2.24514
H -2.49248 -1.84707 -0.61900
H 1.19571 -0.83480 2.07505

---

[8]
10
Properties=species:S:1:pos:R:3 method="wB97M-V/def2-TZVPD" e_above_lowest_kj_mol=315.7 max_force_ev_per_a=4.65 gap_ev=10.66
C 0.11397 -0.52050 0.56758
C 0.30556 -1.21680 -0.89664
C -0.54501 0.71938 -0.13968
H -0.58055 -1.23003 1.10403
H -0.90853 -1.85544 -1.04908
H 1.44927 -1.72325 -1.24145
H -0.69589 0.64095 -2.16605
N -0.02119 0.24117 -1.37727
O -1.14245 1.61920 0.39915
F 1.19739 -0.48517 1.40140